(1)
ORCA calculation (ωB97M-V/def2-TZVPD) on a structure of composition C48H62N3ReSSbSi at a distorted geometry.

Geometry as XYZ:
```
117
C48H62N3ReSSbSi, DFT ωB97M-V/def2-TZVPD
Re 0.9726 1.1974 0.0566
C 0.3650 3.3170 -0.5941
C 0.1588 3.3334 0.8020
C -0.8508 2.3328 1.0856
C -1.1611 1.7128 -0.1516
C -0.4717 2.3755 -1.2233
C -0.7861 2.3230 -2.7246
C -2.2373 1.8625 -2.9033
C 0.1577 1.4112 -3.5180
C -0.6535 3.7449 -3.2881
C -1.6789 2.0236 2.3581
C -0.9519 1.1985 3.4306
C -2.1577 3.3427 2.9807
C -2.9320 1.2328 1.9615
C 0.8761 4.3844 1.6656
C 1.3017 3.8806 3.0440
C 2.1401 4.8860 0.9522
C -0.0729 5.6011 1.8151
H 0.9824 4.0120 -1.1379
H -1.9440 0.9915 -0.3004
H -2.3919 0.8365 -2.5695
H -2.4992 1.9026 -3.9619
H -2.9321 2.5091 -2.3618
H 0.2257 0.4130 -3.0863
H 1.1600 1.8441 -3.5812
H -0.2226 1.3059 -4.5360
H -1.2991 4.4552 -2.7665
H -0.9456 3.7399 -4.3389
H 0.3745 4.1107 -3.2411
H 0.0249 1.6039 3.6946
H -0.8197 0.1718 3.1026
H -1.5665 1.1828 4.3328
H -1.3700 3.8811 3.4969
H -2.9282 3.1113 3.7171
H -2.6021 4.0077 2.2369
H -2.6854 0.2429 1.5721
H -3.5405 1.7618 1.2250
H -3.5425 1.0843 2.8522
H 2.0942 3.1384 2.9676
H 0.4875 3.4457 3.6114
H 1.6907 4.7193 3.6243
H 2.7951 4.0629 0.6609
H 2.6963 5.5253 1.6382
H 1.9158 5.4872 0.0699
H -0.6942 5.5365 2.7038
H -0.7320 5.7184 0.9525
H 0.5242 6.5099 1.8949
C 1.9235 -1.2626 6.1113
Si 2.0990 -2.0743 4.4633
C 3.4323 -3.3439 4.4391
C 0.4945 -2.7665 3.8796
C 2.6944 -0.6596 3.3103
C 3.8296 0.0723 3.7089
C 4.3050 1.1670 2.9966
C 3.6104 1.5786 1.8776
N 2.5309 0.9012 1.4775
C 2.1130 -0.1866 2.1527
S 0.6995 -0.7487 1.2193
H 1.4091 -1.9297 6.8079
H 1.3389 -0.3421 6.0347
H 2.8897 -1.0155 6.5582
H 3.2423 -4.1137 5.1918
H 4.4160 -2.9171 4.6494
H 3.4763 -3.8357 3.4639
H 0.1841 -3.5398 4.5897
H 0.5645 -3.2384 2.8954
H -0.3021 -2.0186 3.8393
H 4.3632 -0.2259 4.6064
H 5.1922 1.7000 3.3083
H 3.9070 2.4329 1.2867
N 2.1544 -1.3337 -1.7593
C 2.8220 -0.2010 -2.0362
C 3.8113 -0.1946 -3.0479
C 4.4999 0.9412 -3.3294
C 4.2293 2.1171 -2.5969
C 3.2661 2.0658 -1.6488
N 2.5279 0.9326 -1.3670
H 2.4694 -2.1845 -2.1991
H 1.7107 -1.4576 -0.8598
H 4.0125 -1.1207 -3.5710
H 5.2635 0.9347 -4.0968
H 4.7617 3.0393 -2.7760
H 3.0085 2.9392 -1.0723
C -6.0214 -1.9885 -3.7360
C -5.8364 -2.2422 -2.3852
C -4.5551 -2.2483 -1.8444
C -3.4493 -2.0031 -2.6557
C -3.6451 -1.7497 -4.0141
C -4.9254 -1.7457 -4.5519
Sb -1.4633 -1.9461 -1.9436
C -1.5981 -3.2478 -0.2683
C -0.9124 -4.4626 -0.1901
C -1.0502 -5.2840 0.9267
C -1.8754 -4.9067 1.9770
C -2.5452 -3.6917 1.9256
C -2.3959 -2.8684 0.8172
C -0.7033 -3.2954 -3.3777
C 0.3082 -2.8989 -4.2558
C 0.7630 -3.7577 -5.2528
C 0.2099 -5.0226 -5.3803
C -0.8114 -5.4229 -4.5256
C -1.2720 -4.5630 -3.5386
H -7.0192 -1.9855 -4.1552
H -6.6900 -2.4456 -1.7517
H -4.4303 -2.4673 -0.7917
H -2.7970 -1.5720 -4.6688
H -5.0684 -1.5601 -5.6088
H -0.2840 -4.7905 -1.0098
H -0.5281 -6.2316 0.9659
H -1.9969 -5.5568 2.8343
H -3.1887 -3.3923 2.7442
H -2.9277 -1.9217 0.7975
H 0.7254 -1.9007 -4.1860
H 1.5361 -3.4353 -5.9395
H 0.5615 -5.6920 -6.1548
H -1.2544 -6.4041 -4.6365
H -2.0834 -4.8822 -2.8937
```

The energy comes out at -82621.249 eV. Its LUMO energy (spin up / spin down) is -7.41 / -7.37 eV. The energy above the lowest of the compared OMol25 structures with the same formula, charge and spin is 2.68 kJ/mol. As for the spin multiplicity: 2. For the orbital gap (spin up / spin down), the calculation gives 4.95 / 5.01 eV. As for the net charge: +2.

Mulliken atomic charge list, values in e, 99 entries: 2.0360, -1.0182, 0.1961, 0.9732, -1.2761, 0.1461, 2.4288, -1.9071, -1.4607, -1.7778, 2.7013, -1.5290, -1.7781, -2.3383, 2.4576, -1.5240, -1.8090, -1.6950, 0.6330, 1.1241, 0.2532, 0.5249, 0.3025, -0.2054, 0.2089, 0.6992, 0.3435, 0.4261, 0.4088, -0.0612, -0.3125, 0.7517, 0.2663, 0.5313, 0.3348, 0.2721, 0.3690, 0.5666, 0.0306, 0.1401, 0.6387, 0.1188, 0.5942, 0.3980, 0.2901, 0.3106, 0.4963, -1.0878, -0.0541, -1.1382, -0.8288, 0.3847, -0.1984, -1.3692, -0.4561, -0.4815, 0.1708, -0.4731, 0.4228, 0.3381, 0.3311, 0.3676, 0.3833, 0.3185, 0.6027, 0.0939, 0.2608, 0.4232, 0.4680, 0.4145, 0.3003, 0.7508, -1.0485, -0.6600, -0.8298, -0.1222, 0.1374, 0.3916, -0.5727, 0.5170, 0.4567, 0.5289, 0.1035, -0.5977, -0.6508, -0.5993, 0.7764, -0.5982, -0.7408, 1.3332, 0.8123, -0.7216, -0.8017, -0.6695, -0.9323, 0.0009, 0.4220, -0.5307, -0.6847


(2)
ORCA calculation (ωB97M-V/def2-TZVPD) on a cluster of 2 separate species, H6NO in total at a distorted geometry.

Geometry as XYZ:
```
8
H6NO, DFT ωB97M-V/def2-TZVPD
N -1.1022 -0.4416 0.2602
H -1.7284 -0.0360 -0.4448
H -0.8405 -1.4307 0.1777
H -0.1857 0.0373 0.3740
H -1.6258 -0.2830 1.1373
H 1.7095 0.2732 -1.2265
H 2.0515 1.4105 -0.0432
O 1.7217 0.4702 -0.2346
```

The energy comes out at -3610.950 eV. Its LUMO energy (spin up / spin down) is -10.26 / -17.93 eV. The energy above the lowest of the compared OMol25 structures with the same formula, charge and spin is 0.00 kJ/mol. As for the spin multiplicity: 2. For the orbital gap (spin up / spin down), the calculation gives 18.42 / 10.75 eV. As for the net charge: +2.

Quick look at the natural (NBO) charges, all values in e: -0.8658, 0.4868, 0.4802, 0.4115, 0.4890, 0.5679, 0.5805, -0.1502


(3)
ORCA calculation (ωB97M-V/def2-TZVPD) on a cluster of 2 separate species, C4H12 in total.

Geometry as XYZ:
```
16
C4H12, DFT ωB97M-V/def2-TZVPD
C 0.6713 1.6908 -1.1360
C 2.1172 1.5972 -0.6207
H 0.5706 1.0937 -2.0477
H -0.0299 1.1991 -0.4635
H 0.3044 2.6983 -1.3123
H 2.1601 0.7309 0.0379
H 2.4980 2.5574 -0.2779
H 2.8049 1.3519 -1.4281
C -0.8312 -2.0549 1.1438
C -1.9362 -1.1008 0.6682
H 0.0750 -2.0212 0.5406
H -0.4942 -1.9327 2.1734
H -1.2022 -3.0829 1.1229
H -2.3801 -0.5394 1.4857
H -2.7343 -1.7210 0.2574
H -1.5936 -0.4663 -0.1438
```

The energy comes out at -4342.134 eV. Its LUMO energy is 1.14 eV. The energy above the lowest of the compared OMol25 structures with the same formula, charge and spin is 38.08 kJ/mol. As for the spin multiplicity: 1. For the orbital gap, the calculation gives 12.63 eV. As for the net charge: 0.

Quick look at the natural (NBO) charges, all values in e: -0.6125, -0.6183, 0.2022, 0.2010, 0.2063, 0.2094, 0.2106, 0.2012, -0.6164, -0.6160, 0.2044, 0.2053, 0.2031, 0.2088, 0.2045, 0.2065